C39H39AsGe2N3O2SZn | wB97M-V/def2-TZVPD

Last column: Mulliken charge in e.
Positions of all 88 atoms, in Å:
Zn (-0.729643, 0.310399, -0.098819)  1.1947
S (-1.923703, -2.505675, 3.279273)  -0.3937
C (-1.776788, -1.490969, 2.072670)  0.6771
N (-1.691986, -0.723012, 1.176487)  -0.8603
C (0.630981, 6.607832, 2.301769)  -0.4494
C (1.756780, 5.808375, 2.180962)  -0.6836
C (1.624955, 4.444490, 1.964283)  -0.3014
C (0.362268, 3.864421, 1.887739)  0.5237
C (-0.763764, 4.680387, 1.957065)  -0.1092
C (-0.629112, 6.042769, 2.172086)  -0.9200
As (0.131377, 1.921899, 1.715904)  0.9753
C (1.862190, 1.288805, 2.363540)  -0.2367
C (2.476321, 1.776141, 3.517443)  0.1432
C (3.723340, 1.308819, 3.897924)  -0.8212
C (4.372517, 0.344330, 3.136638)  -0.6100
C (3.763398, -0.161343, 1.999885)  -0.3689
C (2.517016, 0.314552, 1.617801)  -0.3686
C (-1.008537, 1.613024, 3.269615)  0.7234
C (-0.539941, 0.998477, 4.424599)  -0.3514
C (-1.378516, 0.818867, 5.515403)  -0.7887
C (-2.693303, 1.250891, 5.460589)  -0.5180
C (-3.179494, 1.827302, 4.295939)  -1.0385
C (-2.346339, 1.998891, 3.202461)  0.0378
H (0.737914, 7.671039, 2.474881)  0.3846
H (2.744388, 6.246235, 2.253303)  0.4005
H (2.511303, 3.834881, 1.856393)  0.4583
H (-1.745741, 4.252656, 1.820726)  0.2191
H (-1.510550, 6.667841, 2.235918)  0.4030
H (1.975876, 2.528052, 4.115231)  0.6009
H (4.196522, 1.696587, 4.791274)  0.4081
H (5.353267, -0.007269, 3.429822)  0.4003
H (4.255844, -0.924373, 1.410503)  0.3844
H (2.046205, -0.080728, 0.721633)  -0.4125
H (0.476248, 0.631121, 4.475860)  0.4563
H (-1.007665, 0.323864, 6.403428)  0.4077
H (-3.342338, 1.105245, 6.314711)  0.3680
H (-4.212862, 2.143956, 4.233247)  0.4602
H (-2.747484, 2.387984, 2.276276)  0.0923
C (-2.527625, 1.070409, -5.046792)  -0.8617
N (-2.532950, 1.549544, -3.673215)  0.2476
C (-3.402177, 2.501953, -3.230874)  0.1196
C (-3.401114, 2.939147, -1.961515)  -1.2880
C (-2.504130, 2.314157, -1.008780)  0.5376
O (-2.498319, 2.567994, 0.197415)  -0.5005
N (-1.641956, 1.357085, -1.504500)  -0.1438
C (-1.567804, 1.034180, -2.816486)  0.4323
O (-0.679021, 0.329285, -3.286009)  -0.5421
H (-3.438369, 1.396727, -5.543058)  0.3389
H (-2.481247, -0.017232, -5.049388)  0.2302
H (-1.658500, 1.452865, -5.582947)  0.2733
H (-4.088175, 2.880897, -3.976936)  0.3451
H (-4.074597, 3.709632, -1.622649)  0.4655
C (3.870200, -0.869180, -2.231478)  -1.4308
Ge (2.182755, -1.587750, -2.999154)  1.1531
C (1.893314, -0.541597, -4.645912)  -1.3114
C (2.539687, -3.491669, -3.449779)  -1.3025
Ge (0.298902, -1.712483, -1.339068)  -1.3446
C (-1.316860, -2.519911, -2.166493)  1.0085
C (-2.570147, -2.450649, -1.559399)  -0.0074
C (-3.683432, -3.029044, -2.156537)  -0.9004
C (-3.561886, -3.683502, -3.372545)  -0.5800
C (-2.325104, -3.735107, -4.000724)  -0.7065
C (-1.217566, -3.151470, -3.404860)  -0.1896
C (0.837926, -3.123130, -0.043744)  0.3058
C (2.190583, -3.368929, 0.193188)  0.3927
C (2.592057, -4.428586, 0.991024)  -0.8239
C (1.639032, -5.239082, 1.591899)  -0.4983
C (0.288556, -4.988194, 1.390504)  -0.7395
C (-0.108207, -3.938671, 0.576151)  -0.2891
H (4.570896, -0.716524, -3.054251)  0.4681
H (4.324584, -1.564350, -1.525277)  0.3924
H (3.720787, 0.089029, -1.733124)  0.3859
H (2.782808, -0.633883, -5.271519)  0.4751
H (1.742735, 0.505015, -4.386562)  0.3364
H (1.021032, -0.883821, -5.198959)  0.3627
H (3.568764, -3.606426, -3.792563)  0.4828
H (1.871735, -3.841839, -4.236438)  0.4446
H (2.388234, -4.116386, -2.569943)  0.4100
H (-2.690332, -1.945595, -0.609087)  0.3246
H (-4.647965, -2.963631, -1.668077)  0.4533
H (-4.425180, -4.151515, -3.828687)  0.3790
H (-2.225355, -4.223193, -4.962816)  0.4128
H (-0.260731, -3.185315, -3.913213)  -0.0428
H (2.938198, -2.734688, -0.273938)  0.0989
H (3.646062, -4.625662, 1.145096)  0.4286
H (1.948135, -6.067192, 2.217132)  0.3700
H (-0.456041, -5.612335, 1.867723)  0.4298
H (-1.163134, -3.766140, 0.402700)  0.5110

Cartesian forces (eV/Å) of the 3 atoms listed first:
Zn -0.3 1.0 0.1
S -0.1 -0.4 0.5
C 0.1 0.5 -0.5

Multiplicity = 2
⟨S²⟩ = 0.75
Energy = -10391.4679 Eh
Highest occupied orbital energy (alpha / beta) = -7.80 / -8.12 eV

***

C3H11NO3 | wB97M-V/def2-TZVPD

Last column: Mulliken charge in e.
Positions of all 18 atoms, in Å:
C (-1.570887, 0.172467, 0.182617)  -0.6356
C (-2.336338, 0.092507, -0.907170)  0.0850
N (-3.521622, 0.810072, -1.155832)  -0.4005
C (-3.514301, 2.064723, -1.050741)  -0.1873
H (-1.559089, 1.105448, 0.729733)  0.1309
H (-0.919502, -0.625754, 0.508418)  0.2746
H (-1.966640, -0.523627, -1.719074)  0.3001
H (-2.720007, 2.596568, -0.519607)  0.1804
H (-4.327362, 2.674439, -1.436220)  0.2526
O (2.914874, 2.488583, 0.109936)  -0.6302
H (3.566424, 1.940218, 0.555454)  0.3148
H (3.382090, 3.209809, -0.317416)  0.3137
O (2.538607, -0.860443, 2.396407)  -0.6325
H (2.483595, -0.324963, 1.596590)  0.3076
H (3.217445, -1.515404, 2.170307)  0.3243
O (1.788465, -4.218611, -0.353420)  -0.6326
H (0.982856, -4.026041, -0.848705)  0.3168
H (1.561391, -5.059986, 0.058723)  0.3180

Cartesian forces (eV/Å) of the 3 atoms listed first:
C -0.2 0.5 -0.1
C 0.8 -0.4 0.7
N 0.5 0.4 -1.4

Structure (SMILES) = C=CN=C.O.O.O
Energy = -401.2870 Eh
Highest occupied orbital energy = -9.00 eV